No. 1
A molecular structure, C32H28ClN4O2RuTe at a distorted geometry. Source: the OMol25 dataset; level of theory: ωB97M-V with the def2-TZVPD basis set.

The geometry in XYZ format:
```
69
Properties=species:S:1:pos:R:3:forces:R:3
Ru -0.26664 -0.38516 -0.53005 -0.826 -0.255 0.395
Cl 4.42484 -3.45912 4.15395 -0.269 0.246 -0.361
C 3.58508 -2.70550 2.87509 0.428 -0.198 0.129
C 4.21462 -2.54131 1.63194 0.249 0.114 -0.589
C 3.52892 -1.94647 0.60153 0.288 -0.277 0.172
C 2.19535 -1.50218 0.74842 -0.084 -0.225 0.584
O 1.57974 -0.98768 -0.25508 1.196 0.184 -0.633
C 1.54190 -1.66299 2.03709 0.260 -0.152 0.443
C 0.20326 -1.28827 2.28567 0.235 -0.450 0.930
N -0.64751 -0.69752 1.43922 0.036 0.130 -1.086
C -1.93596 -0.39739 1.78534 -1.070 0.247 0.538
C -2.53884 -0.55063 3.05059 0.964 -0.075 -0.824
C -3.87097 -0.23096 3.23760 -0.969 0.365 -0.474
C -4.66443 0.25148 2.20925 0.211 -0.201 0.538
C -4.10998 0.46404 0.93557 0.304 -0.033 -0.230
C -4.82207 0.99602 -0.16350 0.548 -0.086 -0.075
C -4.15884 1.23550 -1.34860 -0.298 -0.035 0.242
C -2.81424 0.90946 -1.46044 0.292 -0.135 0.187
N -2.13773 0.32634 -0.46133 -0.695 0.759 -0.961
C -2.74351 0.13708 0.73054 -0.312 -0.238 0.915
C 2.28323 -2.26288 3.06776 -1.055 0.491 -0.188
H 5.22713 -2.88196 1.49353 0.105 -0.026 0.011
H 3.99758 -1.81118 -0.36090 0.052 0.021 -0.106
H -0.17237 -1.53923 3.27079 0.018 0.028 -0.053
H -1.97456 -0.91309 3.89203 0.106 -0.056 0.088
H -4.30781 -0.36235 4.21450 -0.035 -0.027 0.119
H -5.70367 0.48008 2.37719 -0.136 0.049 0.046
H -5.86907 1.22871 -0.06662 -0.185 0.060 0.074
H -4.67157 1.67350 -2.19099 0.006 0.031 -0.050
H -2.25895 1.12724 -2.36379 0.004 -0.093 0.098
H 1.82395 -2.38119 4.03790 -0.016 -0.069 0.072
C -1.07998 0.08995 -4.85273 0.063 0.162 0.005
C -0.48634 -0.60295 -3.66149 -0.112 -0.648 -0.952
O -0.16923 0.03836 -2.64731 0.219 0.067 1.045
N -0.30902 -1.92130 -3.77556 -0.043 0.144 0.017
C 0.35804 -2.74962 -2.78543 0.088 0.023 0.390
C -0.62343 -3.42301 -1.85352 0.032 -0.463 -0.223
C -0.93679 -4.76962 -1.99476 0.038 0.260 0.084
C -1.84525 -5.34723 -1.12220 -0.034 0.186 0.052
C -2.43048 -4.55177 -0.15090 0.051 0.069 -0.088
C -2.07832 -3.21276 -0.09086 -0.258 -0.206 0.130
N -1.19128 -2.66398 -0.91433 0.395 0.455 -0.078
H -0.95575 1.16519 -4.75627 0.018 -0.013 0.040
H -2.14495 -0.13483 -4.92343 -0.039 -0.041 0.034
H -0.60361 -0.23976 -5.77475 -0.013 -0.026 0.003
H -0.64837 -2.38354 -4.60807 0.056 0.196 0.002
H 1.03543 -2.10647 -2.20266 -0.078 -0.309 -0.309
H 0.94656 -3.50428 -3.31081 0.003 0.143 0.070
H -0.47540 -5.35336 -2.77448 0.106 -0.076 -0.085
H -2.09746 -6.39193 -1.20566 -0.026 -0.129 -0.007
H -3.15100 -4.95407 0.54370 -0.046 -0.002 0.055
H -2.53489 -2.55860 0.63955 0.034 0.005 0.071
C 2.45562 2.56484 -0.14517 0.087 -0.647 -0.242
Te 0.31865 2.43748 0.18496 1.024 1.201 -0.075
C 0.66508 4.35543 1.22292 -0.756 -0.107 0.563
C 2.07207 4.76998 0.98242 0.713 -0.518 -0.543
C 2.52530 6.01547 1.40758 -0.009 -0.118 -0.039
C 3.83261 6.39469 1.16699 0.132 -0.145 -0.098
C 4.70057 5.53235 0.50127 -0.164 0.068 0.106
C 4.25909 4.28881 0.08520 -0.071 0.106 0.048
C 2.94464 3.90081 0.31887 -0.446 0.566 0.308
H 2.65562 2.41932 -1.20925 -0.128 -0.039 0.088
H 2.95015 1.75592 0.40091 -0.168 0.008 -0.048
H 0.46918 4.21453 2.28786 -0.064 -0.146 -0.100
H -0.04232 5.09914 0.85616 -0.113 -0.240 -0.162
H 1.85141 6.68316 1.92245 -0.070 0.107 0.052
H 4.17914 7.36358 1.49167 0.022 0.079 0.024
H 5.71660 5.83653 0.30396 0.093 0.018 -0.002
H 4.93123 3.62123 -0.43107 0.111 -0.085 -0.086
```
Positions in Å, forces in eV/Å.

Calculated values
<S²>: 8.8275
Calculated total energy (eV): -66076.3165
LUMO energy (alpha / beta) (eV): -5.651 / -8.502
HOMO level (alpha / beta) (eV): -11.15 / -12.84
2S+1: 6
Total charge: +2
Kohn-Sham gap (alpha / beta) (eV): 5.50 / 4.34

---

No. 2
A molecular structure, C32H28N10O5Re. Source: the OMol25 dataset; level of theory: ωB97M-V with the def2-TZVPD basis set.

The geometry in XYZ format:
```
76
Properties=species:S:1:pos:R:3:forces:R:3
Re -0.33926 -0.36561 0.95018 -0.115 -0.177 0.790
C 5.38789 -0.01978 0.69570 -0.008 -0.027 -0.019
N 3.97655 -0.28872 1.05106 0.011 0.025 0.043
C 2.85836 0.10819 0.46385 -0.032 -0.053 -0.002
N 1.81267 -0.41951 1.12108 0.003 0.096 -0.062
C 2.40575 -1.14108 2.14009 -0.007 0.020 -0.019
N 3.70071 -1.06473 2.11688 0.022 0.000 -0.023
C 6.08264 0.84197 1.72586 -0.009 -0.017 0.009
C 7.30383 0.44711 2.29018 0.002 0.001 0.003
C 7.97176 1.25707 3.20416 0.000 0.006 0.000
C 7.42787 2.46770 3.58861 0.010 -0.008 0.000
C 6.19731 2.86237 3.03389 -0.013 0.030 0.022
C 5.53959 2.04677 2.09375 0.008 -0.004 -0.007
C 5.57491 4.07516 3.41608 -0.015 -0.047 -0.050
N 5.96642 5.01906 4.28681 -0.021 0.068 0.031
N 5.02729 5.93836 4.32157 0.069 -0.022 0.028
C 4.05935 5.55847 3.47230 -0.053 -0.009 -0.049
O 4.37873 4.38994 2.88250 0.008 0.005 0.010
C 2.82098 6.16749 3.15739 0.034 -0.016 0.019
C 2.42200 7.37061 3.76687 -0.012 0.013 0.000
C 1.18920 7.90289 3.44099 0.010 -0.002 -0.001
C 0.36201 7.25089 2.53068 -0.002 0.002 0.006
C 0.76001 6.05680 1.91316 0.003 -0.014 0.017
C -0.11901 5.37963 0.88624 -0.026 -0.006 -0.024
N -0.34931 3.95238 1.19972 0.013 0.019 0.044
C 0.06745 2.86274 0.57316 -0.046 -0.036 0.011
N -0.42352 1.78450 1.20488 0.104 0.039 -0.097
C -1.14756 2.32727 2.24894 0.015 -0.009 -0.033
N -1.10465 3.62439 2.26522 -0.002 0.023 -0.023
C 1.98592 5.52520 2.22374 -0.012 0.010 -0.010
H 5.38077 0.45178 -0.28748 -0.004 0.006 0.006
H 5.87255 -0.98979 0.60540 -0.003 0.001 -0.013
H 2.82705 0.71648 -0.42642 -0.004 0.006 0.006
H 1.86257 -1.70250 2.88490 0.003 0.004 0.004
H 7.74418 -0.50247 2.00978 0.000 -0.001 -0.001
H 8.91652 0.93281 3.61782 0.000 -0.001 0.000
H 7.92809 3.10699 4.30464 -0.001 0.000 0.002
H 4.60534 2.38578 1.66427 -0.004 0.001 0.003
H 3.07559 7.85945 4.47782 0.000 -0.001 0.002
H 0.86139 8.82662 3.89716 -0.001 0.000 0.000
H -0.60386 7.68240 2.29584 -0.001 0.000 -0.001
H 0.32486 5.41662 -0.10911 0.001 -0.007 0.002
H -1.10072 5.84651 0.83988 0.002 0.000 -0.009
H 0.66512 2.87486 -0.32473 0.009 -0.006 0.008
H -1.68738 1.74824 2.98262 0.003 0.003 0.004
H 2.32728 4.61221 1.75236 -0.002 -0.001 0.003
O -6.55469 -2.43119 -0.86516 -0.009 -0.006 -0.003
C -6.33115 -1.05567 -0.81484 0.011 0.022 0.009
C -4.88944 -0.82289 -0.51001 -0.022 -0.013 -0.004
C -4.36182 0.47073 -0.41610 0.009 0.026 -0.028
C -3.04085 0.64018 -0.11128 -0.024 0.001 0.171
N -2.20085 -0.41225 0.10854 -0.039 0.028 -0.131
C -2.69795 -1.68116 -0.05752 0.046 -0.033 -0.114
C -4.01994 -1.90712 -0.33470 0.018 -0.009 -0.006
C -1.67067 -2.73910 -0.01150 0.004 0.020 -0.119
C -1.92687 -4.06227 -0.25616 0.004 0.011 0.002
C -0.86447 -4.97162 -0.34204 -0.006 -0.020 -0.010
C -1.13002 -6.41660 -0.60643 0.004 0.013 0.004
O -2.50943 -6.59542 -0.71898 -0.006 -0.029 -0.007
C 0.43710 -4.47977 -0.20065 0.024 -0.006 -0.013
C 0.63382 -3.15206 0.06434 -0.031 -0.004 0.121
N -0.39775 -2.27381 0.19707 -0.010 -0.087 -0.182
H -7.48168 -2.62097 -1.05554 0.013 0.003 0.004
H -6.92146 -0.55151 -0.03543 -0.006 -0.005 0.002
H -6.56126 -0.54584 -1.76177 0.000 -0.007 -0.004
H -4.98774 1.33963 -0.57404 0.010 0.004 -0.012
H -2.61031 1.62488 -0.01550 -0.020 0.008 0.012
H -4.41665 -2.90601 -0.44616 0.004 -0.002 0.009
H -2.93098 -4.43138 -0.40788 -0.003 0.003 0.009
H -0.68874 -6.99397 0.21880 0.002 -0.005 0.001
H -0.58434 -6.69908 -1.51819 0.000 -0.001 0.001
H -2.72123 -7.52267 -0.88462 0.005 0.029 0.007
H 1.29376 -5.13529 -0.29099 0.001 0.003 -0.007
H 1.62798 -2.75220 0.19026 0.001 -0.008 0.011
O -0.67126 -0.71646 2.58242 0.044 0.123 -0.722
O -1.16165 -1.17461 3.62646 0.038 0.025 0.365
```
Positions in Å, forces in eV/Å.

Calculated values
<S²>: 0.7856
Calculated total energy (eV): -60863.2474
LUMO energy (alpha / beta) (eV): -13.234 / -13.234
HOMO level (alpha / beta) (eV): -18.18 / -18.87
2S+1: 2
Total charge: +4
Kohn-Sham gap (alpha / beta) (eV): 4.95 / 5.64

---

For reference, energy relative to the best compared isomer or geometry (same formula, charge and spin) by record: 0.767, 0.000 eV.